1.
The following is a DFT calculation (wB97M-V/def2-TZVPD) of a structure of composition C27H24BF4NO6PW.

XYZ file:
```
65
C27H24BF4NO6PW (wB97M-V/def2-TZVPD)
W 0.721 -1.689 -0.434
O 3.479 -2.495 -0.084
C 2.872 -1.641 0.539
O 2.330 -0.582 -0.131
C 2.571 -1.702 2.031
C 1.602 -0.575 2.361
C 1.208 -0.531 3.831
C 0.195 -1.689 3.950
C 0.312 -2.336 2.587
O 0.401 -1.149 1.701
C 1.700 -2.967 2.367
C 1.580 -3.990 1.242
O 2.020 -5.092 1.267
O 0.811 -3.519 0.229
H 3.506 -1.687 2.590
H 1.826 0.382 1.905
H 2.086 -0.671 4.460
H 0.765 0.429 4.085
H 0.421 -2.392 4.750
H -0.818 -1.319 4.100
H -0.527 -2.941 2.257
H 2.069 -3.473 3.255
O 1.770 -2.666 -2.570
N 1.207 -1.386 -2.425
C 1.114 -0.658 -3.459
C 0.496 0.658 -3.483
C 0.604 1.317 -4.713
C 0.115 2.600 -4.888
C -0.481 3.251 -3.823
C -0.598 2.609 -2.598
C -0.130 1.314 -2.402
P -0.411 0.638 -0.732
C 0.342 1.906 0.331
C 1.624 2.354 0.007
C 2.274 3.258 0.831
C 1.652 3.723 1.984
C 0.373 3.294 2.299
C -0.286 2.390 1.475
C -2.189 0.657 -0.414
C -3.117 1.068 -1.365
C -4.471 1.032 -1.070
C -4.906 0.588 0.169
C -3.984 0.168 1.118
C -2.632 0.196 0.828
H 2.653 -2.624 -2.136
H 1.541 -1.046 -4.378
H 1.083 0.811 -5.541
H 0.208 3.086 -5.849
H -0.858 4.258 -3.935
H -1.064 3.138 -1.775
H 2.121 1.996 -0.886
H 3.266 3.603 0.571
H 2.160 4.431 2.624
H -0.126 3.669 3.183
H -1.291 2.078 1.728
H -2.801 1.385 -2.349
H -5.187 1.341 -1.819
H -5.963 0.558 0.392
H -4.320 -0.196 2.080
H -1.920 -0.163 1.562
F -1.278 -2.110 -0.217
B -1.881 -2.655 -1.594
F -0.842 -3.476 -1.971
F -1.955 -1.535 -2.385
F -3.040 -3.229 -1.261
```

## Properties
ΔE to the lowest compared entry with this formula, charge and spin	29.0	kJ/mol
total charge	+1
E_HOMO (spin up / spin down)	-11.45 / -11.51	eV
orbital gap (spin up / spin down)	7.05 / 7.32	eV
lowest unoccupied orbital energy (spin up / spin down)	-4.40 / -4.20	eV

2.
The following is a DFT calculation (wB97M-V/def2-TZVPD) of a structure of composition C27H24Br27N2O2.

XYZ file:
```
82
C27H24Br27N2O2 (wB97M-V/def2-TZVPD)
C -1.325 5.622 3.920
C -1.865 5.165 2.812
C -2.755 4.654 1.572
C -2.480 3.121 1.118
C -0.917 2.719 1.034
C -0.857 1.094 0.911
C -0.389 0.365 -0.435
C 0.087 1.169 -1.725
C 1.293 2.224 -1.734
C 1.566 2.924 -3.103
N 0.924 2.792 -4.378
C -0.136 1.824 -4.446
C -0.558 1.028 -3.172
N -0.374 -1.098 -0.495
C -0.751 -1.966 0.647
C -1.198 -1.330 2.042
C -1.546 -2.326 3.256
C -1.390 -2.941 4.419
C -1.289 0.262 2.207
C -1.754 0.942 3.590
O -2.653 0.396 4.321
O -1.251 2.205 4.080
H -0.544 5.802 4.758
H -3.873 4.734 1.888
H -2.588 5.423 0.717
H -3.125 2.369 1.726
H -2.885 3.041 0.026
H -0.475 3.229 0.086
H -0.276 3.073 1.917
H 1.904 2.430 -0.771
H 2.431 3.704 -3.074
H -0.687 1.682 -5.468
H -1.421 0.261 -3.291
H -0.073 -1.522 -1.386
H -0.719 -3.144 0.572
H -1.290 -3.581 5.395
H -0.295 2.313 3.852
C 1.456 -4.264 -2.452
Br 0.272 -3.562 -1.081
Br 2.487 -2.852 -3.294
Br 2.589 -5.683 -1.771
H 0.825 -4.703 -3.226
C 1.956 -5.564 2.288
Br 3.790 -6.190 2.370
Br 0.914 -6.179 3.806
Br 1.860 -3.636 2.082
H 1.508 -6.003 1.395
C 2.427 5.080 2.435
Br 3.026 3.611 1.317
Br 0.645 5.688 1.953
Br 2.547 4.641 4.322
H 3.109 5.913 2.257
C -4.165 -6.419 4.790
Br -3.197 -4.779 4.394
Br -2.972 -7.944 4.924
Br -5.287 -6.239 6.363
H -4.829 -6.608 3.946
C -1.550 -3.510 8.800
Br -1.232 -2.700 7.062
Br -2.256 -2.228 10.074
Br -2.669 -5.087 8.665
H -0.582 -3.838 9.181
C -3.359 1.932 -7.374
Br -1.518 1.317 -7.314
Br -4.380 1.297 -5.850
Br -3.469 3.859 -7.566
H -3.812 1.496 -8.266
C 4.190 -1.718 -7.177
Br 4.584 -0.880 -8.882
Br 3.492 -0.441 -5.891
Br 3.019 -3.252 -7.379
H 5.135 -2.088 -6.778
C 4.944 0.441 -13.056
Br 3.886 -1.179 -13.212
Br 4.439 1.483 -11.498
Br 6.848 0.066 -13.086
H 4.725 1.051 -13.932
C 0.768 2.275 6.578
Br -0.567 1.336 7.627
Br 1.889 3.411 7.683
Br 1.821 1.057 5.492
H 0.230 2.929 5.892
```

## Properties
ΔE to the lowest compared entry with this formula, charge and spin	0.0	kJ/mol
total charge	+1
E_HOMO	-10.91	eV
orbital gap	6.03	eV
lowest unoccupied orbital energy	-4.88	eV

Question: ΔE to the lowest compared entry with this formula, charge and spin of number 2 (C27H24Br27N2O2)?
Answer: 0.0 kJ/mol